Entry 1:
Below is the ion C5H10N2 with charge +1 in a non-equilibrium geometry, with properties calculated with ωB97M-V/def2-TZVPD.

Geometry as XYZ:
```
17
Properties=species:S:1:pos:R:3:mulliken_charge:R:1
C 1.65383 0.57081 0.18119 -0.508
C 0.23022 0.70378 0.84189 -0.557
C -0.69498 0.01825 -0.07213 0.562
C -1.77316 0.59178 -0.75443 -0.718
C -1.09321 -2.15763 0.64270 -0.177
N -0.56940 -1.31976 -0.15009 -0.173
N 1.64740 0.81299 -1.22915 -0.418
H 2.28716 1.24546 0.74416 0.327
H 1.94452 -0.44252 0.42409 0.329
H 0.07796 1.74569 1.09777 0.397
H 0.28253 0.15377 1.78803 0.265
H -2.43694 1.31276 -0.28681 0.324
H -2.03454 0.27217 -1.75312 0.347
H -1.68778 -1.83629 1.49813 0.286
H -0.93035 -3.21189 0.43352 0.295
H 2.24192 0.24703 -1.80115 0.201
H 0.85481 1.29359 -1.60462 0.219
```

Net charge: +1
Gap between HOMO and LUMO (alpha / beta) in eV: 8.25 / 5.73
Energy in hartree: -305.643824
Multiplicity: 2
HOMO (alpha / beta) in eV: -12.9609 / -12.9121
<S²>: 0.7624

***

Entry 2:
Below is the ion C5H10N2 with charge +2 in a non-equilibrium geometry, with properties calculated with ωB97M-V/def2-TZVPD.

Geometry as XYZ:
```
17
Properties=species:S:1:pos:R:3:mulliken_charge:R:1
C -2.09789 -1.20584 -0.10589 -0.064
N -1.18351 -0.26312 -0.25613 0.043
C -1.62103 1.00019 -0.77519 -0.758
C 0.09178 -0.51095 0.09555 0.312
N 1.24610 0.02374 0.26722 0.224
C 2.12111 1.08445 -0.00085 -0.658
C 1.34949 -1.30027 0.98551 -0.385
H -3.15923 -1.09477 -0.17451 0.326
H -1.85844 -2.06584 0.57632 0.278
H -0.80069 1.85578 -0.73205 0.267
H -2.63436 1.37678 -0.30677 0.340
H -1.84349 0.89737 -1.82755 0.423
H 2.58431 1.40091 1.03641 0.359
H 1.76020 1.81511 -0.86617 0.311
H 3.11361 0.66799 -0.54307 0.354
H 1.13163 -1.43993 2.07791 0.322
H 1.80041 -2.24159 0.54926 0.306
```

Net charge: +2
Gap between HOMO and LUMO in eV: 8.74
Energy in hartree: -305.144061
SMILES string: C=[N+](C)C1=[N+](C)C1
HOMO in eV: -20.1083

***

Entry 3:
Below is the ion C5H10N2 with charge +2 in a non-equilibrium geometry, with properties calculated with ωB97M-V/def2-TZVPD.

Geometry as XYZ:
```
17
Properties=species:S:1:pos:R:3:mulliken_charge:R:1
C -1.48504 0.22053 -0.12450 -0.004
C 1.27589 -0.30913 0.66623 0.158
C -0.23913 0.58380 -0.93808 -0.608
C -1.75993 -0.76139 2.21159 -0.626
C 2.23068 0.18810 -1.45586 -0.779
N -1.39370 -0.16434 1.02829 0.014
N 1.10362 0.09375 -0.50569 -0.132
H -2.45315 0.28358 -0.65231 0.448
H 1.79783 -0.83985 1.48901 0.459
H -0.42210 0.20547 -1.90771 0.483
H -0.15798 1.68645 -0.99391 0.424
H -1.51995 -0.08251 2.97907 0.361
H -1.14989 -1.52955 2.28793 0.366
H -2.92798 -1.08470 2.22736 0.377
H 1.98396 0.96813 -2.24416 0.332
H 2.42703 -0.71984 -2.00987 0.385
H 3.09662 0.16017 -0.81600 0.343
```

Net charge: +2
Gap between HOMO and LUMO (alpha / beta) in eV: 9.90 / 8.74
Energy in hartree: -305.112463
Multiplicity: 3
HOMO (alpha / beta) in eV: -19.1617 / -21.0644
<S²>: 2.0220

***

Entry 4:
Below is a structure of composition C5H10N2O, with properties calculated with ωB97M-V/def2-TZVPD.

Geometry as XYZ:
```
18
Properties=species:S:1:pos:R:3:mulliken_charge:R:1
C 0.92962 -0.07603 0.80500 -0.049
C -0.31199 -1.41319 -1.09130 -1.185
C -1.23037 0.15927 -0.23263 0.428
C 0.08288 0.82598 0.09406 0.436
N -1.78393 -0.52669 0.95914 -0.560
N 2.23976 0.02672 0.89232 -0.323
C 0.45276 2.01345 -0.41864 -1.219
O -1.97673 0.66270 -1.09068 -0.767
H 0.44320 -0.86824 1.35887 0.556
H -2.50687 -1.15581 0.62440 0.298
H -2.27311 0.18789 1.49640 0.258
H 2.74386 0.72396 0.36343 0.199
H 2.78287 -0.62341 1.43775 0.248
H -1.26119 -1.89034 -1.31978 0.415
H 0.12380 -0.93465 -1.96384 0.292
H 0.37129 -2.12274 -0.62432 0.378
H -0.26657 2.57087 -1.00256 0.328
H 1.44070 2.44027 -0.28763 0.266
```

Gap between HOMO and LUMO (alpha / beta) in eV: 6.41 / 6.43
Energy in hartree: -381.130014
HOMO (alpha / beta) in eV: -7.1217 / -7.1297

***

Entry 5:
Below is a cluster of 2 separate species, C5H10N2O in total in a non-equilibrium geometry, with properties calculated with ωB97M-V/def2-TZVPD.

Geometry as XYZ:
```
18
Properties=species:S:1:pos:R:3:mulliken_charge:R:1
C 0.86116 2.16487 -1.21975 -0.945
C 1.32320 0.78043 -0.72811 -0.665
C 0.30358 -0.35338 -0.41818 0.391
C -0.18548 -1.34252 -1.33818 -0.174
N -1.01548 -2.25561 -0.72321 -0.570
C -1.02658 -1.90565 0.64024 -0.279
N -0.15270 -0.78475 0.83490 -0.067
H -0.07525 2.50659 -0.71005 0.237
H 0.57684 1.92762 -2.26536 0.301
H 1.65460 2.91831 -1.13266 0.296
H 1.98642 0.30208 -1.48507 0.321
H 1.88703 1.00067 0.18015 0.317
H 0.28553 -1.46644 -2.38770 0.282
H -1.81757 -2.08584 1.36365 0.331
H 0.06066 -0.24282 1.64792 0.221
O -0.36140 1.95033 2.22363 -0.510
H -0.92132 2.47353 1.63373 0.302
H -0.22374 2.28369 2.96848 0.212
```

Gap between HOMO and LUMO in eV: 8.47
Energy in hartree: -381.207095
SMILES string: CCc1cnc[nH]1.O
HOMO in eV: -8.0063

***

Entry 6:
Below is a cluster of 2 separate species, C5H10N2O in total in a non-equilibrium geometry, with properties calculated with ωB97M-V/def2-TZVPD.

Geometry as XYZ:
```
18
Properties=species:S:1:pos:R:3:mulliken_charge:R:1
C 0.00455 1.56992 0.86705 -0.877
N 0.21916 0.25705 0.27437 -0.451
C -0.61916 -0.72150 0.30838 0.944
C -0.11149 -1.97931 -0.36278 -1.126
C -1.87592 -0.55022 1.03806 -1.202
H -1.02999 2.07106 0.57127 0.254
H -0.17262 1.38870 1.94021 0.355
H 0.85574 2.20362 0.56041 0.261
H 0.35510 -2.74622 0.44099 0.224
H -0.74761 -2.68019 -0.97224 0.326
H 0.73617 -1.65395 -0.92171 0.365
H -2.62909 0.06638 0.46390 0.250
H -1.73696 -0.09765 1.99635 0.368
H -2.15708 -1.59008 1.22328 0.338
N 1.89630 0.46959 -1.68947 -0.447
C 2.60050 1.35294 -2.09584 0.603
O 3.40765 2.07499 -2.49127 -0.450
H 1.00476 0.56487 -1.15097 0.264
```

Gap between HOMO and LUMO in eV: 10.24
Energy in hartree: -381.220105
SMILES string: CN=C(C)C.N=C=O
HOMO in eV: -9.5605

***

Entry 7:
Below is a structure of composition C5H10N2O in a non-equilibrium geometry, with properties calculated with ωB97M-V/def2-TZVPD.

Geometry as XYZ:
```
18
Properties=species:S:1:pos:R:3:mulliken_charge:R:1
C -1.33947 0.55855 -0.52946 -0.086
C -0.91449 -0.80949 -0.52917 -0.650
C 0.89033 -0.87322 1.51426 -0.997
C 0.42552 1.58682 -0.58955 -0.995
N 0.76884 -0.80700 0.05970 -0.210
O -1.97286 0.97968 0.64414 -0.514
C 1.66904 -1.44494 -0.65732 0.534
N 2.42508 -1.96189 -1.37677 -0.634
H -2.57998 1.69769 0.44087 0.338
H -1.76752 0.94197 -1.45325 0.468
H -1.38973 -1.46098 0.19988 0.346
H -0.77463 -1.24498 -1.51291 0.367
H 0.74416 -1.89212 1.89118 0.355
H 0.12635 -0.22204 1.93969 0.295
H 1.88009 -0.52936 1.83001 0.360
H -0.10914 2.45271 -0.21481 0.381
H 0.59230 1.53107 -1.65638 0.326
H 1.32608 1.49753 -0.00012 0.318
```

Gap between HOMO and LUMO in eV: 9.05
Energy in hartree: -381.113505
HOMO in eV: -8.5756

***

Entry 8:
Below is the molecule C5H10N2O in a non-equilibrium geometry, with properties calculated with ωB97M-V/def2-TZVPD.

Geometry as XYZ:
```
18
Properties=species:S:1:pos:R:3:mulliken_charge:R:1
C -1.42032 -1.23268 -1.01553 -1.343
C -0.01286 -0.71172 -1.12015 0.628
O 0.56808 -0.71933 -2.20542 -0.589
C 0.67493 -0.08696 0.07808 1.323
C 2.18608 -0.24692 0.15191 -1.303
N 0.01075 -0.10092 1.39189 -0.885
C 0.08706 1.19757 0.65030 -0.407
N -1.24143 1.68417 0.42812 -0.546
H -2.12980 -0.40474 -1.07157 0.300
H -1.61584 -1.89352 -1.86546 0.382
H -1.57561 -1.80772 -0.10210 0.358
H 2.62718 -0.46220 -0.82618 0.350
H 2.44286 -1.07944 0.81537 0.295
H 2.67727 0.65163 0.53979 0.351
H -0.84961 -0.63063 1.43894 0.294
H 0.79513 1.93539 1.02278 0.316
H -1.31060 2.67908 0.64413 0.263
H -1.91325 1.22893 1.04511 0.213
```

Gap between HOMO and LUMO in eV: 9.73
Energy in hartree: -381.213885
SMILES string: CC(=O)[C@]1(C)N[C@@H]1N
HOMO in eV: -8.8450